w | The ion C9H15N2S with charge +1. Source: the Open Molecules 2025 dataset; level of theory: ωB97M-V with the def2-TZVPD basis set.

```
27
Properties=species:S:1:pos:R:3:lowdin_charge:R:1
H 0.5650 2.4012 0.4867 0.05
H -1.6375 0.3675 0.9892 0.20
H -2.9548 -0.5598 -1.0148 0.12
C -1.0348 0.6657 -1.4304 -0.02
N -0.5881 0.7145 1.0378 0.05
H -0.4035 -2.2941 -0.7240 0.16
H -1.5411 1.4999 -1.1319 0.08
C -1.8978 -0.6417 -1.3901 -0.10
H -2.1544 -2.9215 0.5961 0.14
H -0.7747 -2.1578 1.7387 0.10
H 4.6023 -0.7130 0.3916 0.09
H -0.4600 0.7671 -2.3172 0.12
H -0.0389 0.1393 1.6400 0.12
C 3.6292 -0.4728 -0.0556 -0.38
C 1.2967 -0.0024 -0.2955 -0.53
S 2.2336 -1.1554 0.6716 1.07
H 4.0060 1.3434 -1.3188 0.14
C -0.1967 0.0193 -0.2411 -0.39
C -1.5789 -1.9491 0.9557 -0.08
H -1.0499 2.7167 0.8696 0.09
C -0.1801 2.1530 1.1356 0.03
H 0.1783 2.4581 2.2456 0.17
H -2.1130 -1.3141 -2.2395 0.12
C 3.3281 0.6396 -0.7504 -0.23
C -0.9559 -1.3834 -0.3210 -0.29
H -2.2901 -1.1837 1.4138 0.08
N 2.0112 0.8637 -0.9417 0.06
```

Its charge is +1. As for the HOMO energy: -12.94 eV. As for the structure (SMILES): C[NH2+][C@]1(c2nccs2)CC[C@@H]1C.

***

x | The ion C9H15N2S with charge +1. Source: the Open Molecules 2025 dataset; level of theory: ωB97M-V with the def2-TZVPD basis set.

```
27
Properties=species:S:1:pos:R:3:lowdin_charge:R:1
N 0.4591 -1.0876 -0.5933 0.03
C -3.8179 -0.2383 -0.7474 0.06
H -0.6374 1.2361 2.7589 0.10
C 2.8391 1.5041 -0.7548 0.06
H 0.9646 1.4751 1.8484 0.07
H 2.4631 -1.9325 0.9728 0.12
H 2.9597 2.5973 -1.0317 0.12
H -0.0624 2.7542 2.1187 0.13
C -0.1377 1.6147 1.8240 -0.14
S 0.0663 1.8120 -0.7944 1.03
H 3.7736 1.1191 -0.7726 0.03
H -4.2683 -0.7291 0.0533 0.04
H -0.0717 -2.7185 0.4210 0.11
H -4.5398 -0.2779 -1.6488 0.11
H 3.5262 -0.6594 0.5673 0.15
H -0.5141 -2.9359 -1.2223 0.11
C 1.6356 -0.5665 -0.2448 -0.33
C -2.0105 0.6398 0.5323 -0.11
C -2.6426 0.3947 -0.7330 -0.20
C 1.6869 0.8285 -0.6481 -0.42
H -2.3602 0.8426 -1.5697 0.04
C -0.8351 1.2811 0.5911 -0.64
H 1.2142 -3.0979 -0.9646 0.12
H -0.1251 -0.6569 -1.2792 0.11
C 0.3174 -2.5249 -0.5983 -0.05
N 2.5994 -1.0715 0.5179 0.26
H -2.4823 0.3977 1.3975 0.10
```

Its charge is +1. As for the HOMO energy: -11.76 eV. As for the structure (SMILES): C=C/C=C(/C)SC(=C)/C(N)=[NH+]/C.

***

Which one sits at the top of the stability order? w does.